Computed, not measured: a structure of composition C46H48As2Ge2NSTi, with ωB97M-V/def2-TZVPD.

XYZ file:
```
101
Properties=species:S:1:pos:R:3
As -1.642 -2.512 0.204
As -0.792 -0.638 2.852
Ge -0.679 2.222 -1.899
Ge -0.771 2.175 -4.445
Ti -1.332 0.075 0.304
S 0.420 -0.247 -1.228
N 2.805 0.688 -1.996
C 4.093 0.423 0.369
C 0.694 3.090 -0.866
C -1.976 0.744 -4.944
C -5.774 -1.109 1.891
C -2.381 -0.869 5.226
C 1.095 1.812 -4.874
C -1.389 3.984 -4.777
C -4.398 0.369 5.668
C 0.604 1.530 4.039
C -3.441 -0.558 6.065
C -2.278 2.055 -0.743
C 2.088 0.283 -0.928
C -4.301 0.988 4.429
C -2.229 -4.327 -3.485
C -0.630 -2.588 2.937
C 4.796 0.846 -0.752
C -2.106 -5.136 -0.814
C -5.154 -0.493 0.819
C -1.967 -3.389 -2.498
C 2.540 4.491 0.684
C -2.293 -0.255 3.979
C -2.438 2.812 0.443
C 0.855 2.802 0.495
C -0.423 -3.204 1.565
C -2.426 -5.658 -3.140
C -3.440 1.788 -1.515
C -2.365 -6.063 -1.812
C 1.635 2.160 4.720
C 1.770 3.486 1.270
C -3.695 3.248 0.840
C -3.908 -0.956 0.396
C -5.170 -2.184 2.536
C -1.909 -3.803 -1.169
C 2.734 0.140 0.283
C 2.400 4.789 -0.663
C -3.935 -2.655 2.119
C 4.118 0.972 -1.942
C 0.729 0.185 3.691
C -4.679 2.262 -1.131
C -3.245 0.677 3.582
C 1.483 4.088 -1.438
C 2.914 0.118 4.688
C -4.808 2.989 0.050
C -3.303 -2.042 1.040
C 1.884 -0.524 4.009
C 2.788 1.454 5.044
H -3.498 -3.518 2.605
H 1.771 2.509 -4.378
H 3.802 -0.435 4.960
H 2.338 0.769 -2.895
H 0.562 -2.911 1.177
H -1.583 3.134 1.027
H -1.882 0.598 -6.021
H -5.652 0.302 0.288
H -1.716 -0.195 -4.453
H -5.683 -2.676 3.352
H -0.427 -4.295 1.581
H -3.011 1.001 -4.729
H -1.148 4.252 -5.807
H -2.276 -4.025 -4.522
H 1.337 0.774 -4.626
H -5.775 3.377 0.340
H 1.375 4.341 -2.487
H 1.531 3.193 5.023
H -2.470 4.037 -4.655
H -6.751 -0.774 2.212
H -5.046 1.714 4.128
H 3.581 1.940 5.594
H 4.605 0.305 1.315
H -0.318 2.070 3.832
H 1.878 3.252 2.320
H 5.854 1.063 -0.712
H 0.225 2.029 0.967
H -0.914 4.712 -4.122
H 4.585 1.283 -2.866
H -3.794 3.840 1.739
H -5.543 2.089 -1.759
H -3.169 1.168 2.615
H -3.494 -0.602 -0.566
H -1.627 -1.574 5.559
H -3.511 -1.027 7.036
H 2.186 -0.198 1.156
H -2.521 -7.102 -1.554
H -1.803 -2.348 -2.761
H -2.068 -5.458 0.221
H 1.235 1.918 -5.951
H 3.244 5.049 1.286
H 2.993 5.575 -1.108
H -1.541 -2.922 3.432
H 0.208 -2.862 3.583
H -3.353 1.249 -2.453
H 1.989 -1.574 3.757
H -5.215 0.615 6.331
H -2.628 -6.387 -3.913
```

net charge = +4
orbital gap (alpha / beta) = 6.33 / 6.65 eV
multiplicity = 2
calculated total energy = -318592.922 eV
M = 989.90 g mol⁻¹
⟨S²⟩ = 0.77
energy above the lowest of the compared OMol25 structures with the same formula, charge and spin = 0.0 kcal/mol